Record 1
{"formula": "C13H35N9O16", "method": "the ωB97M-V functional and the def2-TZVPD basis", "symbols": ["C", "N", "O", "O", "H", "H", "H", "C", "N", "O", "O", "H", "H", "H", "C", "N", "O", "O", "H", "H", "H", "C", "N", "O", "O", "H", "H", "H", "C", "N", "O", "O", "H", "H", "H", "C", "N", "O", "O", "H", "H", "H", "C", "N", "O", "O", "H", "H", "H", "C", "N", "C", "C", "O", "H", "H", "H", "H", "H", "H", "H", "C", "N", "C", "C", "O", "H", "H", "H", "H", "H", "H", "H"], "coordinates": [[1.96851, -26.02557, -0.32495], [1.47683, -25.02456, -1.27947], [1.63033, -25.23064, -2.46245], [0.88200, -24.06568, -0.82111], [2.34559, -25.49607, 0.54287], [2.74175, -26.62671, -0.79103], [1.10903, -26.65630, -0.10369], [-3.80686, -20.79707, 5.17139], [-3.79298, -19.37611, 5.59828], [-4.70041, -19.00553, 6.30062], [-2.87225, -18.69195, 5.22087], [-2.85984, -20.99800, 4.68515], [-4.67106, -21.01308, 4.55129], [-3.90133, -21.36305, 6.09756], [-2.64091, -24.86184, 5.13823], [-2.69054, -24.16177, 6.45652], [-3.58587, -24.46859, 7.21418], [-1.88667, -23.28351, 6.65023], [-1.84096, -25.59308, 5.25792], [-2.47012, -24.13466, 4.35224], [-3.56140, -25.42169, 5.01534], [4.34938, -18.75143, 0.29700], [3.62944, -19.80897, 1.02676], [3.78150, -20.96052, 0.68341], [2.96853, -19.46399, 1.98790], [5.19893, -18.44300, 0.89587], [3.62878, -17.95688, 0.10850], [4.66402, -19.09781, -0.68288], [4.62711, -21.63024, 3.76245], [5.81067, -20.72369, 3.69459], [6.35459, -20.46867, 4.75454], [6.17319, -20.30296, 2.61647], [3.94853, -21.34347, 2.97363], [4.25644, -21.55509, 4.77643], [5.01115, -22.64352, 3.66340], [-2.83403, -24.51747, 0.20911], [-3.06111, -25.68541, -0.68875], [-3.42126, -25.43499, -1.81697], [-2.88069, -26.79394, -0.23437], [-3.47356, -23.71157, -0.12783], [-1.78748, -24.22641, 0.15434], [-3.03758, -24.79164, 1.23861], [0.48603, -21.50473, 1.89569], [-0.57641, -22.09894, 2.75570], [-1.29364, -22.93749, 2.22682], [-0.61566, -21.83160, 3.93072], [0.99571, -22.39218, 1.52616], [1.21331, -21.06024, 2.56937], [0.09631, -20.79871, 1.17640], [1.19165, -18.13665, 4.57816], [0.64397, -17.38417, 5.69215], [0.35426, -18.13350, 6.89211], [0.12061, -16.14826, 5.48500], [0.14478, -15.54202, 4.43839], [0.64833, -19.05176, 4.33905], [2.17087, -18.50951, 4.92012], [1.42430, -17.50972, 3.72691], [-0.08690, -19.10024, 6.64271], [1.21645, -18.21070, 7.55233], [-0.45351, -17.67540, 7.47132], [-0.28011, -15.77809, 6.44730], [1.79551, -26.57279, 5.20024], [1.49460, -25.36900, 4.44578], [0.84708, -25.50428, 3.15915], [2.17327, -24.21977, 4.70622], [2.30504, -23.28619, 3.93470], [2.34707, -26.27467, 6.08725], [2.37374, -27.30565, 4.63122], [0.85832, -27.07678, 5.44515], [1.30823, -26.28896, 2.55666], [-0.22212, -25.68011, 3.29822], [0.90466, -24.59827, 2.56251], [2.66586, -24.18677, 5.68977]], "forces_ev_per_a": [[0.287, -0.417, 0.158], [-0.385, 0.434, -0.681], [0.161, -0.093, 0.094], [0.038, 0.011, 0.255], [-0.148, -0.063, 0.083], [-0.019, 0.097, -0.126], [0.039, 0.055, 0.224], [0.258, -0.439, 0.476], [-0.193, -0.267, -0.346], [-0.393, 0.192, 0.304], [0.439, 0.342, -0.110], [-0.056, -0.090, -0.096], [-0.027, 0.322, -0.084], [0.052, -0.081, -0.091], [0.060, -0.639, 0.427], [-0.868, 0.320, -0.482], [0.021, -0.215, 0.210], [0.522, 0.141, 0.115], [0.195, 0.225, -0.345], [0.259, 0.006, 0.028], [-0.134, 0.201, 0.023], [-0.293, 0.510, -0.939], [0.375, -0.280, 0.183], [-0.174, -0.079, -0.219], [-0.127, 0.151, 0.007], [-0.091, 0.061, 0.144], [0.176, 0.166, 0.460], [0.141, -0.449, 0.235], [0.530, -0.043, 0.319], [0.138, 0.000, 0.806], [-0.003, -0.017, -0.350], [-0.095, 0.052, -0.266], [-0.167, -0.255, 0.125], [-0.341, 0.240, -0.125], [-0.025, 0.045, -0.386], [0.133, 0.126, 0.258], [-0.194, 0.496, 0.158], [0.048, -0.140, -0.131], [0.175, -0.246, 0.079], [0.028, 0.030, -0.062], [0.000, -0.058, -0.255], [-0.129, -0.208, -0.091], [0.976, -0.513, 1.184], [0.093, -0.366, -0.214], [-0.260, 0.141, -0.008], [-0.125, 0.340, 0.135], [-0.184, 0.243, -0.784], [-0.284, 0.379, -0.024], [-0.222, -0.240, -0.188], [1.553, -0.405, 0.817], [-0.527, -0.242, -0.727], [-0.702, 0.205, 0.349], [0.201, -0.452, 0.434], [-0.059, 0.198, 0.058], [-0.533, 0.303, -0.173], [-0.044, -0.012, -0.124], [-0.519, 0.120, -0.104], [0.467, -0.212, -0.094], [0.136, -0.334, -0.093], [0.209, 0.390, -0.119], [-0.221, 0.381, -0.284], [-0.611, 0.082, -0.152], [0.600, 0.479, -0.292], [-0.404, -0.008, -0.219], [0.439, -0.001, -0.306], [-0.416, -0.030, 0.038], [-0.099, -0.239, 0.169], [0.216, 0.253, -0.139], [0.065, 0.041, 0.360], [-0.128, -0.237, 0.195], [0.059, -0.367, -0.080], [0.260, 0.206, 0.300], [-0.147, -0.245, 0.101]], "lowdin_charge": [0.04, -0.45, 0.09, 0.05, 0.09, 0.10, 0.11, 0.04, -0.46, 0.07, 0.07, 0.07, 0.10, 0.09, 0.05, -0.46, 0.07, 0.06, 0.09, 0.07, 0.10, 0.05, -0.44, 0.07, 0.04, 0.10, 0.10, 0.10, 0.03, -0.43, 0.06, 0.05, 0.05, 0.10, 0.11, 0.03, -0.45, 0.07, 0.05, 0.10, 0.07, 0.08, 0.05, -0.41, 0.02, 0.07, 0.08, 0.07, 0.11, -0.05, -0.19, -0.07, -0.35, 0.02, 0.08, 0.09, 0.08, 0.08, 0.09, 0.09, 0.13, -0.05, -0.18, -0.04, -0.30, 0.00, 0.09, 0.09, 0.09, 0.08, 0.08, 0.06, 0.14], "charge": 0, "homo_energy_ev": -9.0186, "largest_force_ev_per_a": 1.80, "total_energy_ha": -2212.30116, "smiles": "C[N+](=O)[O-].C[N+](=O)[O-].C[N+](=O)[O-].C[N+](=O)[O-].C[N+](=O)[O-].C[N+](=O)[O-].C[N+](=O)[O-].CN(C)C=O.CN(C)C=O", "de_lowest_kcal_mol": 0.0, "homo_lumo_gap_ev": 8.769}

=====

Record 2
{"formula": "C13H35O13P3", "method": "the ωB97M-V functional and the def2-TZVPD basis", "symbols": ["C", "O", "P", "O", "O", "C", "O", "C", "H", "H", "H", "H", "H", "H", "H", "H", "H", "C", "O", "P", "O", "O", "C", "O", "C", "H", "H", "H", "H", "H", "H", "H", "H", "H", "C", "O", "P", "O", "O", "C", "O", "C", "H", "H", "H", "H", "H", "H", "H", "H", "H", "C", "C", "C", "O", "C", "H", "H", "H", "H", "H", "H", "H", "H"], "coordinates": [[2.87964, -4.67113, -0.44004], [1.81348, -4.08407, 0.24515], [1.98658, -2.91836, 1.37347], [3.10283, -3.13519, 2.29283], [2.19479, -1.51001, 0.50382], [1.86092, -0.26005, 1.10321], [0.54737, -2.73821, 2.13221], [0.06804, -3.79344, 2.92046], [2.72854, -4.59312, -1.51670], [3.04308, -5.74181, -0.31749], [3.86802, -4.31074, -0.15487], [0.81287, -0.12376, 0.83660], [2.52093, 0.58600, 0.91162], [1.75247, -0.29001, 2.18738], [-0.79930, -4.35942, 2.58066], [-0.16882, -3.40687, 3.91170], [0.87692, -4.50925, 3.06680], [-3.74334, 0.74906, -5.41785], [-3.89148, 0.16570, -4.08574], [-2.89793, 0.62435, -2.93144], [-2.24014, 1.97614, -2.94542], [-1.86130, -0.53510, -2.73113], [-0.68991, -0.59624, -3.44745], [-3.87027, 0.33215, -1.64422], [-4.36518, -1.00675, -1.36323], [-2.70878, 0.56098, -5.70493], [-4.00118, 1.80802, -5.40275], [-4.23333, 0.20891, -6.22794], [-0.81189, -0.30471, -4.49064], [-0.41626, -1.63218, -3.64756], [0.23208, -0.34534, -2.92297], [-3.87698, -1.87977, -1.79635], [-5.36493, -1.09031, -1.78941], [-4.54164, -1.26506, -0.31908], [4.16418, 0.42539, 2.56112], [3.74832, 1.49736, 1.76986], [2.27158, 2.14009, 1.98466], [1.14113, 1.19253, 1.89380], [2.26507, 3.07400, 0.65708], [1.86634, 2.39987, -0.52645], [2.45308, 3.08595, 3.25030], [1.24113, 3.71378, 3.80846], [4.10353, -0.40413, 1.85662], [3.62889, 0.24041, 3.49244], [5.19811, 0.43328, 2.90611], [1.57739, 1.35130, -0.45498], [2.61449, 2.51684, -1.31048], [0.98607, 2.91132, -0.91586], [0.27954, 3.49072, 3.34620], [1.45507, 4.77972, 3.73037], [1.20065, 3.43151, 4.86050], [-2.49609, 0.79801, -0.15969], [-1.92097, 2.19639, 0.12250], [-0.64607, 1.89051, 1.00522], [-0.26438, 0.62924, 0.50573], [-1.23941, 0.04060, -0.31011], [-3.08156, 0.86081, -1.07696], [-2.97195, 0.54665, 0.78819], [-2.70613, 2.68324, 0.70096], [-1.74477, 2.76561, -0.79021], [-0.75235, 1.74837, 2.08067], [0.11294, 2.66666, 0.90723], [-1.39818, -1.01893, -0.10944], [-0.89156, 0.00258, -1.34242]], "forces_ev_per_a": [[1.587, -0.599, -0.824], [-1.095, 0.959, 1.405], [0.522, 2.892, -1.663], [0.048, -0.638, 0.346], [0.653, -5.282, 0.097], [0.141, -3.717, 0.343], [0.797, 0.112, -2.220], [0.656, -0.987, 1.433], [-0.029, 0.573, 0.014], [-0.959, -0.292, 0.747], [-0.170, 0.729, -0.039], [2.279, -1.247, -0.528], [0.509, -3.532, -2.183], [1.332, -2.509, -0.268], [-0.053, 0.486, -0.725], [-0.062, 0.162, -0.039], [-0.041, -0.238, 0.147], [1.248, -0.352, -0.029], [-0.105, 0.538, -0.863], [0.030, 1.462, -0.641], [-1.885, -2.431, -0.491], [-1.697, -0.830, -0.609], [1.845, -2.086, -1.986], [-7.492, -4.830, -8.537], [-1.790, -0.922, -0.717], [0.266, 0.744, 0.027], [0.096, -0.203, -0.033], [-0.944, -0.197, 0.803], [0.316, 1.133, 0.251], [-0.638, -0.689, 0.380], [-0.386, 1.341, 0.087], [0.956, 0.673, -0.198], [-0.102, 0.392, -0.145], [0.755, 1.046, 0.321], [0.963, -2.073, 0.194], [-0.482, 2.909, 1.392], [1.048, 1.267, -0.915], [1.222, 7.931, 6.765], [0.359, -0.439, 1.730], [-0.654, 0.470, -2.007], [-1.204, -0.435, -0.685], [0.952, 0.490, 0.438], [-0.088, -0.590, 0.760], [-0.650, 0.096, -0.324], [0.266, 0.980, -0.459], [0.304, 0.319, 0.360], [0.401, -0.032, 0.331], [-0.087, 0.102, 0.031], [0.379, -0.374, -0.411], [-0.287, -0.035, 0.069], [0.010, -0.029, -0.121], [4.808, 3.646, 4.013], [-0.089, -0.171, 1.988], [-3.051, 1.192, -1.557], [-3.215, 1.017, -1.493], [0.247, -0.840, -0.757], [3.182, 2.070, 5.769], [-0.619, -0.540, -0.276], [0.196, 0.658, 0.045], [0.388, -0.052, 0.144], [-1.151, 0.480, -0.100], [-0.630, -0.167, -0.490], [0.369, -0.336, 0.716], [0.520, 0.825, 1.185]], "lowdin_charge": [-0.14, -0.22, 0.50, -0.25, -0.20, -0.29, -0.21, -0.13, 0.08, 0.08, 0.09, 0.03, 0.05, 0.11, 0.09, 0.09, 0.08, -0.06, -0.20, 0.49, -0.18, -0.24, -0.11, -0.20, -0.03, 0.07, 0.10, 0.09, 0.09, 0.10, 0.11, 0.10, 0.09, 0.10, -0.11, -0.21, 0.53, -0.36, -0.18, -0.10, -0.18, -0.04, 0.09, 0.11, 0.09, 0.09, 0.10, 0.10, 0.08, 0.09, 0.09, -0.20, -0.10, -0.19, -0.20, -0.18, -0.14, 0.14, 0.10, 0.09, 0.13, 0.08, 0.14, 0.08], "charge": 0, "homo_energy_ev": -7.5173, "largest_force_ev_per_a": 12.34, "total_energy_ha": -2518.23057, "de_lowest_kcal_mol": 336.0, "homo_lumo_gap_ev": 7.976}

=====

Record 3
{"formula": "C13H36BO9P3", "method": "the ωB97M-V functional and the def2-TZVPD basis", "symbols": ["C", "C", "O", "P", "O", "O", "C", "C", "O", "C", "C", "H", "H", "H", "H", "H", "H", "H", "H", "H", "H", "H", "H", "H", "H", "H", "C", "C", "O", "P", "O", "O", "C", "C", "O", "C", "C", "H", "H", "H", "H", "H", "H", "H", "H", "H", "H", "H", "H", "H", "H", "H", "C", "B", "O", "P", "H", "H", "H", "H", "H", "H"], "coordinates": [[-1.94619, -5.52720, -2.50704], [-1.88610, -4.30302, -1.60935], [-0.55804, -4.05336, -1.14913], [0.49247, -3.30488, -2.15171], [-0.02674, -1.90425, -2.19363], [1.73340, -3.10589, -1.09319], [2.39187, -1.84369, -0.96516], [1.91934, -1.12509, 0.28044], [1.16230, -4.74632, -2.63314], [2.04284, -4.73038, -3.78175], [3.45606, -4.32796, -3.40125], [-1.40882, -5.35323, -3.44202], [-2.98055, -5.77637, -2.74924], [-1.47869, -6.38309, -2.02078], [-2.27644, -3.42207, -2.12858], [-2.50058, -4.46553, -0.72402], [2.24537, -1.23016, -1.85473], [3.46325, -2.04561, -0.88557], [0.83848, -0.98377, 0.27137], [2.39712, -0.14800, 0.37143], [2.15377, -1.71171, 1.16985], [1.64236, -4.06757, -4.55227], [2.04522, -5.74251, -4.18601], [3.51591, -3.25912, -3.19189], [4.14671, -4.54345, -4.21783], [3.78228, -4.85664, -2.50667], [-2.22876, 3.37698, 2.07485], [-0.90830, 2.77803, 1.62106], [0.19388, 3.32658, 2.34551], [0.51022, 2.75700, 3.84294], [1.04293, 1.38805, 3.57294], [1.92446, 3.55413, 4.10701], [3.07043, 2.86457, 4.60700], [4.05227, 2.59163, 3.48720], [-0.30584, 4.01010, 4.56522], [-0.59436, 3.90105, 5.97931], [0.58849, 4.32812, 6.82930], [-2.45985, 3.08228, 3.10091], [-3.04423, 3.04189, 1.43191], [-2.18393, 4.46577, 2.05429], [-0.92113, 1.68881, 1.72308], [-0.74068, 3.01058, 0.56956], [2.78626, 1.94315, 5.11620], [3.53801, 3.51378, 5.35192], [3.58887, 2.01589, 2.68571], [4.91933, 2.04090, 3.85639], [4.39523, 3.52966, 3.04769], [-0.90127, 2.88111, 6.22191], [-1.44302, 4.55622, 6.17506], [1.37629, 3.57383, 6.81125], [0.28309, 4.46143, 7.86812], [1.01624, 5.25878, 6.45901], [-3.98242, 1.36458, -6.69340], [-4.59538, 0.96750, -5.27308], [-5.86481, 1.49242, -4.99156], [-3.57839, -0.13404, -4.13488], [-3.30373, 2.20794, -6.51276], [-4.75265, 1.64146, -7.41756], [-3.40687, 0.49098, -7.03121], [-5.79038, 2.17114, -4.30645], [-3.41031, -1.47853, -4.43671], [-3.23628, 0.29710, -2.85587]], "forces_ev_per_a": [[0.077, 0.034, -0.099], [-0.193, -0.188, -0.116], [0.131, 0.003, -0.909], [1.160, -0.837, 7.601], [-0.126, -0.818, -3.576], [0.238, -0.022, -0.878], [-0.031, 0.206, 0.353], [-0.109, 0.000, 0.138], [-1.365, 1.763, -2.563], [0.447, -0.189, -0.042], [-0.020, 0.276, 0.045], [-0.056, -0.016, -0.015], [0.001, 0.029, 0.016], [-0.042, 0.012, 0.050], [0.013, 0.034, 0.068], [0.119, 0.072, 0.072], [-0.131, -0.007, 0.024], [-0.035, -0.154, -0.020], [0.014, 0.049, -0.152], [0.012, -0.014, 0.010], [0.074, 0.018, -0.021], [0.004, -0.057, -0.041], [-0.165, -0.008, 0.101], [0.029, -0.019, 0.028], [-0.056, -0.054, -0.016], [-0.032, -0.075, -0.038], [0.006, -0.020, 0.127], [-0.291, 0.000, -0.097], [-0.508, -0.299, 0.707], [4.892, 4.268, -4.164], [-2.791, -0.861, 2.212], [-0.427, -0.222, 0.743], [0.302, -0.022, -0.229], [0.037, 0.007, -0.181], [-1.269, -3.049, 0.759], [0.083, 0.323, 0.352], [0.179, -0.212, -0.027], [-0.050, -0.020, -0.035], [0.029, -0.020, -0.004], [0.017, -0.007, -0.064], [0.072, 0.006, -0.031], [0.152, 0.022, 0.051], [-0.046, -0.045, -0.120], [-0.112, 0.097, -0.024], [-0.070, -0.095, 0.119], [-0.002, 0.020, 0.015], [0.024, 0.015, 0.075], [-0.059, 0.031, 0.026], [-0.022, -0.023, -0.191], [0.021, 0.038, 0.004], [-0.069, 0.013, -0.036], [-0.085, 0.032, -0.004], [-0.446, -1.204, 0.629], [-1.066, 0.723, -1.364], [1.235, 0.526, 0.414], [0.801, 0.396, 0.090], [0.023, -0.193, -0.108], [0.161, 0.021, 0.064], [0.172, 0.475, -0.304], [-0.533, -0.291, 0.221], [0.133, 0.053, 0.142], [-0.450, -0.520, 0.219]], "lowdin_charge": [-0.08, -0.29, -0.20, 0.59, -0.22, -0.22, -0.31, -0.07, -0.20, -0.27, -0.07, 0.07, 0.08, 0.08, 0.10, 0.12, 0.10, 0.11, 0.07, 0.08, 0.08, 0.11, 0.12, 0.06, 0.08, 0.09, -0.08, -0.29, -0.21, 0.59, -0.22, -0.22, -0.31, -0.07, -0.20, -0.27, -0.07, 0.07, 0.08, 0.08, 0.11, 0.12, 0.10, 0.11, 0.07, 0.08, 0.08, 0.11, 0.12, 0.06, 0.08, 0.09, -0.09, -0.78, 0.03, 0.85, 0.07, 0.05, 0.05, 0.09, -0.13, -0.13], "charge": 0, "homo_energy_ev": -7.8706, "largest_force_ev_per_a": 7.73, "total_energy_ha": -2243.01412, "smiles": "CCOP(=O)(OCC)OCC.CCOP(=O)(OCC)OCC.CB(O)P", "homo_lumo_gap_ev": 7.649}